The following is a quantum chemistry calculation of an isolated molecule of C2H3FO2S in a non-equilibrium geometry, from OMol25.

Structure (XYZ):
```
9
Properties=species:S:1:pos:R:3:forces:R:3
C -0.080013 -0.198452 1.032391 0.171 0.130 -2.434
C 1.339980 -0.870958 -1.469727 0.914 1.481 3.884
O 2.183471 0.684598 0.343002 3.082 4.735 -0.112
O 2.066337 -1.651135 1.108796 0.532 -0.831 0.446
F 0.357050 -1.553511 -1.892927 -1.481 -1.473 -1.029
S 1.540101 -0.519459 0.441645 -3.219 -4.289 -1.179
H -0.454107 0.654023 0.461869 0.028 0.464 0.731
H -0.782772 -1.000664 0.920911 -0.140 -0.711 0.694
H 1.481814 0.102333 -1.890602 0.112 0.494 -1.000
```
Positions in Å, forces in eV/Å.

The value obtained for the gap between HOMO and LUMO (alpha / beta) is 0.35138 / 0.28059 hartree. The calculation puts the strongest force on any atom at 5.65 eV/A.

---

The following is a quantum chemistry calculation of a cluster of 2 separate species, C2H3FO3S in total in a non-equilibrium geometry, from OMol25.

Structure (XYZ):
```
10
Properties=species:S:1:pos:R:3:forces:R:3
C 1.577671 0.611474 -0.272868 -4.359 1.345 -1.175
C 2.841565 0.685389 -0.080889 1.329 -1.057 -4.364
O 0.424579 0.761638 -0.518536 2.735 -0.659 0.625
O -2.443403 0.936412 1.061018 0.638 -1.364 -1.765
O -1.506201 -1.285331 0.520326 -0.652 -1.048 -0.837
F -3.560555 -0.649786 -0.548272 0.791 0.523 0.258
S -2.124644 0.108671 -0.097679 -1.706 -0.369 1.620
H 3.462248 0.386603 -1.001476 -0.838 0.666 1.684
H 3.172424 0.586100 0.858724 1.545 -0.163 3.225
H -1.843687 -2.141170 0.079648 0.516 2.125 0.728
```
Positions in Å, forces in eV/Å.

The value obtained for the gap between HOMO and LUMO is 0.38290 hartree. The calculation puts the strongest force on any atom at 4.71 eV/A.

---

The following is a quantum chemistry calculation of an isolated molecule of C2H3FO3S in a non-equilibrium geometry, from OMol25.

Structure (XYZ):
```
10
Properties=species:S:1:pos:R:3:forces:R:3
C 0.031802 -0.897537 0.285302 1.490 0.465 -0.114
C -0.288621 -1.072187 1.555140 1.934 -0.769 -1.381
O -0.762882 -0.117864 -0.659430 1.971 -0.786 0.701
O -0.955846 1.706041 -2.162281 0.147 -0.066 0.073
O 1.338611 0.880674 -1.788912 -0.222 -0.746 0.540
F 0.155367 2.028222 -0.016865 -0.064 -1.072 -1.275
S 0.014472 1.094359 -1.338608 -1.045 1.586 0.933
H 1.089730 -1.238115 0.002110 -1.983 0.749 -0.486
H 0.526082 -1.590306 2.068131 -0.646 0.022 0.232
H -1.148717 -0.793287 2.055413 -1.580 0.619 0.779
```
Positions in Å, forces in eV/Å.

The value obtained for the gap between HOMO and LUMO is 0.43293 hartree. The calculation puts the strongest force on any atom at 2.50 eV/A.

---

The following is a quantum chemistry calculation of a structure of composition C2H3FOYb, from OMol25.

Structure (XYZ):
```
8
Properties=species:S:1:pos:R:3:forces:R:3
C 0.077933 1.140685 0.022609 -0.253 -0.276 -0.510
C 0.064037 0.251494 -0.988825 -0.077 0.612 0.236
H -0.807806 1.570543 0.497472 0.212 -0.077 -0.115
F 1.203231 1.599092 0.517406 0.071 -0.071 0.106
H -0.903064 0.052316 -1.461648 0.299 0.010 0.078
H 0.995879 -0.023473 -1.493761 -0.286 0.093 0.096
O -0.446590 -2.619102 2.454859 0.075 0.323 -0.641
Yb -0.183619 -1.971554 0.451887 -0.042 -0.615 0.750
```
Positions in Å, forces in eV/Å.

The value obtained for the gap between HOMO and LUMO (alpha / beta) is 0.30607 / 0.29806 hartree. The multiplicity is 2. The calculation puts the strongest force on any atom at 0.97 eV/A. Its net charge is +1. The expectation value of S² is 0.76.

---

The following is a quantum chemistry calculation of an isolated molecule of C2H3FS in a non-equilibrium geometry, from OMol25.

Structure (XYZ):
```
7
Properties=species:S:1:pos:R:3:forces:R:3
C -0.178368 -0.089982 0.375670 3.470 -2.253 0.225
C 0.909476 -0.117606 -0.407426 1.556 1.090 0.942
F 3.428213 0.823368 0.177506 -1.206 -1.153 -0.322
S 2.642104 -0.662295 -0.018563 -0.714 0.345 0.495
H -1.025314 0.440935 0.227106 -2.477 1.644 -1.208
H -0.232618 -0.713555 1.249549 0.333 -0.117 0.428
H 1.108128 0.487872 -1.267193 -0.962 0.442 -0.559
```
Positions in Å, forces in eV/Å.

The value obtained for the gap between HOMO and LUMO is 0.32980 hartree. The calculation puts the strongest force on any atom at 4.14 eV/A.

---

The following is a quantum chemistry calculation of an isolated molecule of C2H3FSi in a non-equilibrium geometry, from OMol25.

Structure (XYZ):
```
7
Properties=species:S:1:pos:R:3:forces:R:3
C 0.215296 -0.292010 0.490765 -2.868 3.109 1.874
C 0.923090 -1.063633 -0.322707 3.352 -1.617 -2.748
F 1.789913 -1.950084 0.313848 -1.395 0.549 0.046
Si -0.651196 1.021614 -0.342718 0.989 -3.305 0.885
H 0.000355 -0.360679 1.532092 0.371 -0.447 1.117
H -1.974799 1.390854 -0.014883 -0.953 0.966 0.747
H -0.302658 1.253936 -1.656396 0.505 0.746 -1.922
```
Positions in Å, forces in eV/Å.

The value obtained for the gap between HOMO and LUMO is 0.22037 hartree. The calculation puts the strongest force on any atom at 4.63 eV/A.

---

The following is a quantum chemistry calculation of a structure of composition C2H3FeO in a non-equilibrium geometry, from OMol25.

Structure (XYZ):
```
7
Properties=species:S:1:pos:R:3:forces:R:3
O 0.424097 0.731482 -0.727407 -0.302 0.657 -0.180
C 0.216609 -0.483116 -1.271089 0.078 -0.688 0.752
Fe -0.282888 -1.038067 0.808957 -0.095 0.477 -0.731
H 0.665977 1.484232 -1.302869 0.057 0.057 -0.306
C -0.123987 1.058664 0.704212 0.310 0.160 0.480
H -0.978345 1.725118 0.526381 0.158 -0.378 -0.011
H 0.691669 1.637497 1.157767 -0.206 -0.286 -0.005
```
Positions in Å, forces in eV/Å.

The value obtained for the gap between HOMO and LUMO (alpha / beta) is 0.27744 / 0.28240 hartree. The multiplicity is 5. The calculation puts the strongest force on any atom at 1.02 eV/A. Its net charge is +1. The expectation value of S² is 6.01.

---

The following is a quantum chemistry calculation of a structure of composition C2H3I2N in a non-equilibrium geometry, from OMol25.

Structure (XYZ):
```
8
Properties=species:S:1:pos:R:3:forces:R:3
C -2.818530 -0.760458 -0.392861 -0.688 -1.135 0.037
C 0.607504 1.419375 0.285002 -0.010 -1.895 -2.279
N -2.717523 -1.903759 -0.775262 -1.199 1.110 0.371
I -4.857166 0.016291 0.023628 -0.240 0.207 0.087
I -1.436198 1.224320 -0.008171 1.301 0.323 -0.426
H 1.265819 0.589421 -0.174404 -1.189 1.661 0.486
H 0.780116 1.607325 1.285521 0.572 0.303 2.026
H -1.984255 -2.447891 -1.124068 1.454 -0.573 -0.301
```
Positions in Å, forces in eV/Å.

The value obtained for the gap between HOMO and LUMO (alpha / beta) is 0.26804 / 0.24294 hartree. The calculation puts the strongest force on any atom at 2.96 eV/A.

---

The following is a quantum chemistry calculation of an isolated molecule of C2H3I2NO2 in a non-equilibrium geometry, from OMol25.

Structure (XYZ):
```
10
Properties=species:S:1:pos:R:3:forces:R:3
C -0.721398 -0.646728 -0.637578 -0.662 1.840 -1.409
C 0.348004 -0.031141 0.357798 -1.664 -3.646 0.836
N 0.542812 1.425119 0.301128 0.109 -0.048 0.175
O 0.041971 2.054196 -0.596076 -0.288 0.075 -0.472
O 1.205799 1.870119 1.199602 0.339 0.512 0.491
I -1.552435 -2.395923 0.226872 0.012 -0.164 0.008
I 2.231871 -1.079547 0.132560 -0.438 0.444 0.080
H -0.437620 -0.950447 -1.751618 -0.188 1.049 2.650
H -1.590123 0.129852 -0.653498 1.515 -1.468 -0.248
H -0.068882 -0.375503 1.420808 1.265 1.406 -2.110
```
Positions in Å, forces in eV/Å.

The value obtained for the gap between HOMO and LUMO is 0.33164 hartree. The calculation puts the strongest force on any atom at 4.09 eV/A.

---

The following is a quantum chemistry calculation of a cluster of 2 separate species, C2H3IN2 in total in a non-equilibrium geometry, from OMol25.

Structure (XYZ):
```
8
Properties=species:S:1:pos:R:3:forces:R:3
C -1.213111 -0.832789 0.964290 2.083 -1.050 0.755
C 0.524368 0.319602 0.430289 -1.801 -1.388 0.035
N 0.111389 1.330950 -1.691567 -0.541 0.995 -2.138
N 0.507331 0.833551 -0.668764 0.502 -1.227 0.639
I 1.767858 0.386905 2.015911 0.360 0.271 0.155
H -0.674374 -1.769477 1.610652 -1.119 2.259 -1.950
H -1.520219 -1.254611 -0.035915 0.533 0.116 0.628
H 0.496758 0.985868 -2.624896 -0.016 0.024 1.877
```
Positions in Å, forces in eV/Å.

The value obtained for the gap between HOMO and LUMO (alpha / beta) is 0.26215 / 0.24551 hartree. The calculation puts the strongest force on any atom at 3.19 eV/A.

---

E in eV, matching the order above: -19764.5309 -21815.7449 -21816.0478 -38406.6363 -15673.1347 -12712.3508 -38541.8445 -19809.0929 -23905.2390 -13195.8358
Energy above the lowest of the compared OMol25 structures with the same formula, charge and spin in kcal per mole, matching the order above: 124.85 32.03 25.04 28.23 31.94 109.85 111.04 95.38 65.53 137.90